{"formula": "C13H23BN6OSiV", "method": "ωB97M-V/def2-TZVPD", "elements": ["C", "C", "H", "C", "H", "C", "H", "N", "C", "H", "H", "C", "N", "C", "N", "B", "H", "H", "H", "C", "Si", "V", "H", "H", "N", "N", "O", "H", "C", "H", "C", "H", "H", "H", "H", "C", "H", "N", "H", "C", "H", "H", "C", "H", "H", "H"], "coordinates": [[-1.64862, -2.71817, 0.16542], [2.24146, -2.07943, -4.20596], [-4.20665, 2.93234, 0.58067], [3.41919, -1.67658, 1.22814], [-0.80113, 1.16757, -1.48218], [1.32439, -1.13552, -3.73480], [-3.98465, 4.69346, 0.69431], [1.75126, -0.55109, 0.25811], [3.42375, -0.38278, 1.75141], [0.78987, -0.30586, -4.18770], [-2.67053, 4.49565, 3.62342], [-3.47898, 3.74723, 0.45165], [1.93692, -2.47902, -2.03533], [-2.24425, 3.51937, 3.36047], [0.49404, -3.25419, -0.13070], [1.95715, -2.98091, -0.55495], [-2.52397, -2.09509, 0.14475], [0.46580, -5.21821, 0.59322], [-3.20971, 3.77606, -0.61448], [-1.45297, -4.01813, 0.63047], [-1.95705, 3.49807, 1.50876], [0.21791, -0.65846, -1.01550], [2.03012, 1.32053, 1.24319], [-1.28544, 3.39103, 3.88946], [-0.46488, -2.23148, -0.30711], [2.43547, -1.77878, 0.32270], [-1.37577, 1.94356, 1.25077], [-1.52069, 0.06572, -2.78478], [2.58791, -2.90011, -3.12434], [0.29828, 4.54034, 1.71361], [-0.10353, -4.31500, 0.42077], [-0.34473, 4.78598, 0.07028], [-2.27114, 0.15402, -1.09487], [3.24123, -3.75776, -3.04207], [2.59810, -2.13409, -5.21098], [-1.36615, 0.23029, -1.70834], [-2.20424, -4.65611, 1.05049], [1.12686, -1.36787, -2.40325], [-2.92578, 2.72437, 3.70109], [-0.61532, 4.74714, 1.13492], [2.65265, -3.94281, -0.41572], [-0.98321, 5.74387, 1.42626], [2.36525, 0.29663, 1.12470], [4.11952, 0.02196, 2.46616], [4.06237, -2.52459, 1.40661], [-1.90014, 1.36684, 1.84124]], "atomic_forces_ev_per_a": [[-0.1, -1.5, 0.7], [-1.3, 1.6, -0.2], [0.1, 0.3, 0.1], [-0.7, 0.2, -0.9], [-0.4, 0.5, -0.2], [1.0, -0.9, -0.8], [0.3, -0.2, 0.2], [-0.7, 0.0, -0.7], [-0.9, 1.1, -0.4], [0.3, -0.3, -0.3], [-0.1, 0.1, -0.6], [-2.0, -0.2, 0.1], [-0.1, 0.2, -0.4], [-1.0, -0.1, 3.7], [-0.5, 0.0, -0.2], [0.5, 0.1, 0.4], [-0.3, -0.1, 0.0], [0.0, -0.1, 0.1], [0.7, 0.0, 0.3], [-1.0, 1.5, -0.4], [2.5, 1.1, -3.0], [0.3, -2.1, 0.4], [0.1, -0.2, 0.0], [0.2, 0.0, -0.8], [1.1, -0.6, 0.1], [-0.3, 0.3, -0.1], [-0.6, -0.1, 0.7], [0.1, -0.1, 0.2], [-0.8, 0.5, 1.2], [-0.2, 0.1, -0.2], [0.7, 1.0, -0.7], [-0.2, -0.1, 0.1], [0.1, 0.0, -0.1], [0.1, 0.0, -0.2], [0.2, -0.1, -0.4], [0.9, 0.6, 0.8], [-0.2, -0.2, 0.1], [1.0, -1.2, 0.7], [0.0, 0.1, -0.6], [-0.3, -0.3, 0.6], [-0.2, 0.2, -0.1], [0.2, -0.2, -0.1], [1.2, -0.7, 0.9], [0.0, 0.0, 0.1], [0.1, 0.0, 0.1], [0.3, -0.2, -0.5]], "charge": 4, "e_homo_ev": [-21.961, -21.958], "s_squared": 0.76, "homo_lumo_gap_ha": [0.203, 0.193], "multiplicity": 2}

***

{"formula": "C5H13NS", "method": "ωB97M-V/def2-TZVPD", "elements": ["H", "H", "H", "H", "H", "N", "C", "H", "S", "C", "H", "H", "C", "C", "H", "C", "H", "H", "H", "H"], "coordinates": [[-0.86632, 0.98245, 0.06873], [0.44151, -1.50029, -0.09376], [0.45889, -1.39555, -2.50124], [-1.79578, 0.07110, -1.12098], [0.81974, 2.38352, -1.10561], [0.21936, 0.47148, -1.67088], [-0.46056, -1.06327, 0.12876], [-0.21475, 0.26454, 3.58886], [0.71587, -0.05213, 2.64394], [0.43502, 1.79707, -1.93107], [-1.03320, -0.40701, -3.00383], [-1.68537, -0.66253, 1.88009], [0.08302, -0.36068, -2.83982], [-0.77741, 0.18693, -0.61913], [-0.45714, 2.37409, -2.43464], [-0.69362, -0.99425, 1.72618], [1.07073, 1.82804, -2.79807], [-0.58720, -2.04102, 2.07418], [0.64021, 0.02195, -3.74212], [-1.29948, -1.78040, -0.20790]], "atomic_forces_ev_per_a": [[0.2, 1.3, 0.5], [2.3, -0.8, -0.6], [-0.6, 1.2, -1.1], [0.8, 0.3, 0.5], [0.1, 0.0, 0.1], [-0.1, -1.5, 1.8], [-4.4, -1.1, 2.2], [0.8, 0.1, -0.1], [-2.4, -0.4, -0.4], [-1.3, 3.0, -2.4], [0.9, -0.4, -0.7], [-0.8, 0.8, 0.7], [-0.5, -1.4, 0.8], [-0.2, -0.3, -2.3], [0.6, -0.6, 1.2], [2.9, -1.4, -2.0], [1.1, 0.4, 0.0], [-0.3, 0.7, -0.1], [-0.6, -0.5, 1.1], [1.5, 0.4, 0.6]], "e_homo_ev": -8.129, "e_above_lowest_kcal_mol": 44.7, "homo_lumo_gap_ha": 0.333, "multiplicity": 1}

***

{"formula": "C11H16BClN6V", "method": "ωB97M-V/def2-TZVPD", "elements": ["H", "N", "C", "N", "N", "H", "V", "H", "B", "C", "N", "C", "H", "H", "C", "H", "H", "N", "Cl", "C", "C", "H", "C", "C", "N", "H", "C", "H", "H", "C", "H", "H", "H", "H", "C", "H"], "coordinates": [[-3.16919, -2.69511, 3.67089], [1.38544, 1.93262, 0.10353], [2.27556, 1.05193, 2.77899], [-2.12804, -0.59666, -0.44710], [-1.44456, -0.09076, -1.53784], [2.07271, 3.73628, 1.03642], [2.52950, 0.71554, 0.83293], [3.30662, 1.42966, 2.89775], [0.08447, 0.30448, -1.56686], [-3.53437, -0.48930, -2.23365], [2.07020, -0.78475, -0.14886], [-3.40015, -0.81599, -0.86037], [-4.40833, -0.58735, -2.84827], [2.86336, -3.48573, -1.85569], [1.47736, 3.29899, 0.24605], [1.43883, 1.66926, 3.11324], [0.29871, 0.48682, -2.75896], [0.37877, 1.67707, -0.87410], [2.13143, -0.65543, 3.10546], [-0.06944, 2.87318, -1.31520], [2.41266, -2.61014, -1.42726], [3.68990, -2.10624, 0.35106], [2.87837, -1.88081, -0.32976], [-2.23228, -2.17928, 3.90119], [1.04012, -0.85775, -1.13156], [-1.92585, 0.35348, -3.55693], [-2.28084, -0.01912, -2.61113], [-1.56817, -2.86849, 4.43115], [0.62026, -2.22036, -2.70569], [1.26541, -1.96352, -1.87606], [-2.42733, -1.35719, 4.49818], [0.52047, 4.95517, -0.88125], [-4.18488, -1.19201, -0.21291], [-1.75731, -1.85966, 2.96897], [0.61736, 3.90475, -0.67701], [-0.82677, 2.92642, -2.07935]], "atomic_forces_ev_per_a": [[0.2, 0.1, 0.0], [-3.6, 3.4, -2.7], [-0.2, 1.4, -0.4], [-0.6, 0.3, -0.6], [-0.4, -0.4, 0.7], [0.2, -0.1, -0.3], [3.2, -0.3, 2.5], [-0.3, 0.0, 1.0], [-0.9, -0.1, -0.9], [0.8, 0.3, 0.4], [-1.8, -3.7, -3.3], [1.7, 0.5, -0.7], [-0.1, 0.1, -0.1], [-0.1, -0.2, 0.1], [-1.1, -1.6, -1.1], [0.5, -0.3, 0.5], [0.0, 0.0, 0.3], [1.6, 1.3, 1.5], [0.2, -0.8, 0.6], [0.8, -0.3, 0.4], [-0.1, 0.1, 0.3], [-0.1, 0.2, -0.1], [-1.7, 0.9, -0.8], [0.4, -1.8, -1.3], [2.0, -0.7, 1.0], [0.0, 0.0, -0.1], [-0.4, -0.4, 0.5], [-0.1, 0.1, -0.1], [0.0, 0.1, 0.1], [0.3, 0.7, 0.6], [-0.4, 1.7, 1.2], [-0.2, 0.1, 0.1], [0.4, 0.0, 0.1], [-0.1, -0.1, 0.2], [-0.1, -0.3, 0.2], [0.0, -0.1, 0.0]], "e_homo_ev": [-7.169, -8.286], "e_above_lowest_kcal_mol": 42.5, "s_squared": 3.77, "homo_lumo_gap_ha": [0.268, 0.298], "multiplicity": 4}

***

{"formula": "C2H4OS2", "method": "ωB97M-V/def2-TZVPD", "elements": ["C", "S", "S", "H", "H", "H", "C", "O", "H"], "coordinates": [[-0.73489, 0.28429, -0.65416], [-1.71548, -0.27519, -1.88946], [0.97495, 0.33858, -0.87468], [2.36133, 0.09169, 1.13754], [-1.19839, 0.88277, 0.09719], [1.36095, -1.22096, 1.20167], [1.34443, -0.11787, 0.84356], [-3.12277, -0.24793, -1.46766], [0.72988, 0.26461, 1.60601]], "atomic_forces_ev_per_a": [[-1.1, -0.3, -2.9], [1.1, 0.1, 2.2], [0.3, -0.3, 1.1], [0.4, 0.9, -0.4], [-0.4, -0.1, 0.9], [-0.5, 1.1, -1.7], [1.5, -2.9, 0.9], [-0.2, 0.3, -0.4], [-1.1, 1.3, 0.4]], "e_homo_ev": -8.671, "e_above_lowest_kcal_mol": 40.9, "homo_lumo_gap_ha": 0.297, "multiplicity": 1}

***

Number 1: calculated total energy -59037.5784 eV. Number 2: calculated total energy -17719.3129 eV. Number 3: calculated total energy -59491.8116 eV. Number 4: calculated total energy -25854.7205 eV.